# 1
Formula: C17H12IrN4O4
Source: the Open Molecules 2025 dataset
Level of theory: ωB97M-V/def2-TZVPD

Energy above the lowest of the compared OMol25 structures with the same formula, charge and spin = 0.398 eV
<S²> = 1.006
HOMO level (spin up / spin down) = -15.603 / -15.603 eV
Total energy = -34793.5740 eV
Charge = +2
Orbital gap (spin up / spin down) = 5.808 / 4.818 eV
Multiplicity = 2

Element x y z (Å)
Ir  -0.028934  0.052833  -0.408331
O  4.379226  3.783778  0.743517
C  4.833343  2.629785  0.279619
O  5.992748  2.393089  0.116872
C  3.831080  1.557671  -0.066063
C  4.220094  0.323470  -0.554207
N  3.112978  -0.411823  -0.753088
N  2.015702  0.287021  -0.436882
C  2.439387  1.475064  -0.009576
C  1.361779  2.380084  0.447168
O  1.522729  3.486061  0.860854
O  0.121355  1.821563  0.339135
H  3.412028  3.827593  0.822892
H  5.211481  -0.043107  -0.767176
H  3.053298  -1.340791  -1.139506
C  -5.069244  2.814128  -0.092778
C  -5.435382  1.460373  0.057871
C  -4.480270  0.492803  0.025892
C  -3.099505  0.865693  -0.160886
C  -2.746770  2.239492  -0.317773
C  -3.720713  3.190860  -0.280946
N  -2.115712  -0.095978  -0.199632
N  -2.575039  -1.310063  -0.109657
C  -1.615392  -2.244523  -0.017257
C  -2.008111  -3.587111  0.115278
C  -1.029667  -4.548050  0.290603
C  0.316651  -4.179886  0.337765
C  0.715694  -2.842727  0.196188
C  -0.222741  -1.852605  -0.029641
H  -5.835872  3.578441  -0.066730
H  -6.475057  1.199329  0.197718
H  -4.735288  -0.549009  0.139181
H  -1.714858  2.518144  -0.451368
H  -3.467497  4.235500  -0.395356
H  -3.059901  -3.839221  0.093609
H  -1.306727  -5.586359  0.411333
H  1.069564  -4.941092  0.496247
H  1.767742  -2.605831  0.281110

Forces on the atoms, in the same order (eV/Å):
-0.1 0.1 -0.9
0.1 0.0 0.0
0.1 0.0 0.0
-0.1 0.0 0.0
0.0 0.1 0.1
-0.1 -0.1 0.0
0.1 0.1 -0.1
-0.3 -0.2 -0.1
0.0 0.0 0.1
0.1 0.0 0.2
-0.1 0.0 -0.1
0.0 -0.2 0.4
-0.1 0.0 0.0
0.0 0.0 0.0
0.0 0.0 -0.1
0.1 0.0 0.0
0.0 0.0 0.0
0.1 0.0 0.0
-0.1 0.0 -0.1
0.0 -0.1 0.0
-0.1 0.0 0.0
0.1 0.1 -0.1
0.2 0.1 0.2
0.2 0.1 -0.1
0.1 -0.2 0.0
-0.1 0.0 0.0
0.0 0.1 -0.1
0.1 0.1 -0.1
-0.1 0.0 0.9
0.0 0.0 0.0
0.0 0.0 0.0
0.0 0.0 0.0
0.0 0.0 0.0
0.0 0.0 0.0
0.0 0.0 0.0
0.0 0.0 0.0
0.0 0.0 0.0
0.0 0.0 0.1

# 2
Formula: C4H21NO8S
Source: the Open Molecules 2025 dataset
Level of theory: ωB97M-V/def2-TZVPD

Energy above the lowest of the compared OMol25 structures with the same formula, charge and spin = 2.532 eV
SMILES = O=C(O)NCCCS.O.O.O.O.O.O
HOMO level = -9.175 eV
Total energy = -33193.3867 eV
Charge = 0
Orbital gap = 9.313 eV
Multiplicity = 1

Element x y z (Å)
O  0.901801  -1.119429  0.432699
C  0.285483  -0.109263  0.954929
O  0.734171  0.595580  1.928074
N  -1.101727  0.082078  0.620310
C  -2.065278  0.880724  1.368860
C  -2.630146  0.376192  2.696651
C  -2.655290  -1.140958  2.831622
S  -4.084844  -1.911007  1.786399
H  1.648866  0.323118  1.988821
H  -1.441058  -0.616635  -0.123669
H  -2.882318  1.199034  0.747674
H  -1.477704  1.856926  1.404495
H  -2.060674  0.677340  3.556829
H  -3.708266  0.953222  2.776973
H  -1.796288  -1.762778  2.445193
H  -2.902987  -1.456423  3.825111
H  -4.111493  -1.451125  0.534846
O  2.456661  2.815425  -2.200468
H  2.467164  2.619681  -1.228803
H  2.299878  1.831871  -2.462828
O  3.284580  -0.662552  -1.223591
H  3.976061  -0.668086  -1.750095
H  2.691584  -1.318630  -1.549882
O  3.433470  -1.608681  2.253718
H  4.153546  -1.055712  2.136927
H  2.948245  -1.645953  1.389080
O  1.111138  -2.087825  -2.084694
H  0.555378  -2.719220  -2.580837
H  0.713734  -1.969377  -1.206938
O  -0.302140  3.045845  -3.394738
H  0.129257  3.128803  -4.310807
H  0.430236  3.340600  -2.777466
O  -0.667120  -0.393013  -2.944093
H  0.255833  -0.653237  -2.893496
H  -0.589759  0.623482  -2.946814

Forces on the atoms, in the same order (eV/Å):
-1.3 3.6 1.5
-3.6 -5.2 -3.2
0.3 1.3 0.5
1.7 -2.2 -1.0
2.1 2.1 -0.4
-1.5 0.8 0.0
-1.1 -0.8 -2.9
-0.2 -0.5 1.4
1.0 -0.2 0.6
0.9 1.6 1.7
-0.3 -0.5 -0.7
-1.0 -0.8 1.0
0.5 0.7 0.3
2.5 -2.0 0.1
-0.4 1.4 0.7
-0.3 -0.2 0.4
0.8 0.6 0.0
-0.6 -3.3 0.9
0.2 0.8 -0.9
0.5 2.4 0.1
-4.1 1.2 4.4
5.3 0.0 -3.9
-1.0 -0.9 -0.4
-3.1 -1.5 -0.5
2.2 1.6 -0.6
0.7 0.1 0.9
-0.1 -1.0 -0.6
0.4 0.4 0.5
-0.1 0.1 0.2
2.0 0.5 -1.0
-1.0 -0.2 2.1
-0.9 -0.5 -1.0
-0.2 3.0 -0.1
0.2 -0.4 0.2
-0.5 -2.1 -0.1

# 3
Formula: C4H6O2
Source: the Open Molecules 2025 dataset
Level of theory: ωB97M-V/def2-TZVPD

Energy above the lowest of the compared OMol25 structures with the same formula, charge and spin = 1.544 eV
SMILES = O=C[C@@H]1C[C@@H]1O
HOMO level = -9.691 eV
Total energy = -8338.9171 eV
Charge = 0
Orbital gap = 10.567 eV
Multiplicity = 1

Element x y z (Å)
O  0.382873  1.419706  1.431175
C  0.989183  0.401757  1.138223
C  0.622443  -0.488025  0.027484
C  0.024937  0.158303  -1.221730
C  -0.879028  -0.560985  -0.303696
O  -1.820937  0.070371  0.475891
H  1.857174  0.080307  1.743599
H  1.221339  -1.387625  -0.087127
H  0.260975  -0.300559  -2.177219
H  -0.001166  1.246033  -1.210359
H  -1.231708  -1.540590  -0.610663
H  -1.426080  0.901303  0.794424

Forces on the atoms, in the same order (eV/Å):
0.3 -0.4 -0.2
-0.2 0.2 0.1
0.1 0.0 0.1
-0.1 0.1 -0.2
0.0 -0.2 -0.3
0.1 0.2 0.1
-0.1 0.1 0.0
-0.1 0.2 0.0
0.0 0.1 0.2
0.0 -0.2 0.0
0.1 0.1 0.1
-0.1 -0.1 0.1

# 4
Formula: C5H12O3
Source: the Open Molecules 2025 dataset
Level of theory: ωB97M-V/def2-TZVPD

Energy above the lowest of the compared OMol25 structures with the same formula, charge and spin = 2.359 eV
SMILES = C=C/C=C(/C)O.O.O
HOMO level = -8.542 eV
Total energy = -11520.4074 eV
Charge = 0
Orbital gap = 9.266 eV
Multiplicity = 1

Element x y z (Å)
C  3.041208  0.446306  -0.696675
C  1.903722  0.898676  -1.205001
C  0.665723  0.101794  -1.380035
C  -0.302919  -0.107382  -0.500944
C  -1.492250  -0.977811  -0.776789
O  -0.434543  0.517715  0.711088
H  4.013819  0.925310  -0.778376
H  3.045700  -0.419544  -0.033679
H  1.921434  1.791260  -1.816813
H  0.540011  -0.340741  -2.356655
H  -1.354103  -1.558866  -1.676009
H  -2.345158  -0.304906  -0.767589
H  -1.674987  -1.694335  0.029971
H  0.459583  0.808577  0.951975
O  -2.122090  3.596757  0.408028
H  -2.866187  3.941462  0.914852
H  -1.247360  3.857842  0.724134
O  -0.307090  -4.160732  2.245041
H  -0.120926  -4.305602  1.305497
H  0.059995  -4.925061  2.697613

Forces on the atoms, in the same order (eV/Å):
0.2 -0.2 1.2
0.0 -0.1 -1.1
0.3 0.0 0.5
-0.9 -0.3 0.1
0.2 0.2 0.7
1.0 -0.4 0.0
-0.3 0.3 -0.1
-0.1 -0.2 -0.5
0.2 0.3 0.0
0.1 -0.2 -0.1
-0.2 0.2 -0.4
-0.4 -0.2 -0.4
0.2 0.2 0.1
-0.3 0.2 0.1
0.0 -0.4 -0.7
0.8 0.2 0.3
-0.8 0.2 0.4
0.0 0.0 -0.3
0.0 0.0 0.4
0.0 0.0 0.0

# 5
Formula: CH5NO
Source: the Open Molecules 2025 dataset
Level of theory: ωB97M-V/def2-TZVPD

Energy above the lowest of the compared OMol25 structures with the same formula, charge and spin = 0.832 eV
SMILES = C=N.O
HOMO level = -9.671 eV
Total energy = -4654.5516 eV
Charge = 0
Orbital gap = 10.642 eV
Multiplicity = 1

Element x y z (Å)
C  -1.316565  -0.632606  -1.073814
N  -2.289500  0.077453  -0.742981
H  -0.923651  -1.368785  -0.374397
H  -0.668395  -0.614273  -1.950504
H  -2.677336  0.754276  -1.391455
O  2.294063  0.562519  1.666518
H  2.864830  1.327374  1.678514
H  2.716551  -0.105960  2.188121

Forces on the atoms, in the same order (eV/Å):
1.1 -0.3 0.1
-0.9 -0.1 0.6
-0.3 0.0 0.4
-0.5 0.5 -0.6
0.6 0.0 -0.4
-0.7 0.2 -0.5
0.3 0.2 0.1
0.4 -0.4 0.4

# 6
Formula: C8H15IN
Source: the Open Molecules 2025 dataset
Level of theory: ωB97M-V/def2-TZVPD

Energy above the lowest of the compared OMol25 structures with the same formula, charge and spin = 1.958 eV
SMILES = C[NH2+][C@@]1(I)C=C(C)CCC1
HOMO level = -12.826 eV
Total energy = -18121.2632 eV
Charge = +1
Orbital gap = 9.002 eV
Multiplicity = 1

Element x y z (Å)
C  -0.086005  2.850296  -0.395435
N  -1.251255  1.912429  -0.508283
C  -1.121516  0.531399  0.053872
I  -3.261618  -0.216056  0.022835
C  -0.150775  -0.423420  -1.008702
C  0.632012  -1.426326  -0.562693
C  1.515929  -2.103010  -1.625661
C  1.041045  -1.486444  0.947497
C  -0.199658  -1.191705  1.727160
C  -0.539031  0.292386  1.453437
H  0.025221  3.212962  0.537041
H  0.894103  2.390932  -0.611645
H  -0.300788  3.582257  -1.132191
H  -1.381179  1.636799  -1.535297
H  -2.064433  2.456108  -0.208938
H  -0.432442  -0.293797  -2.035231
H  1.021151  -2.120270  -2.515778
H  2.056389  -3.047757  -1.447628
H  2.302597  -1.313102  -1.496483
H  1.403608  -2.499232  1.154434
H  1.863756  -0.865661  1.054951
H  -0.939416  -1.837424  1.397233
H  -0.129949  -1.515275  2.765530
H  -1.208209  0.567699  2.254053
H  0.310472  0.906216  1.715922

Forces on the atoms, in the same order (eV/Å):
0.8 -2.0 -2.8
1.0 -0.8 -1.6
1.4 -3.6 -0.6
1.2 0.4 -0.1
-2.5 1.1 2.6
0.9 0.8 0.2
1.8 1.2 3.8
-1.7 -2.9 -2.3
1.5 1.4 0.3
-1.2 0.0 1.3
-0.3 1.4 3.2
-0.8 -0.3 -0.3
0.1 1.0 -0.4
-0.1 1.1 1.5
-0.3 -0.6 0.1
0.0 0.0 -0.5
-0.9 0.2 -2.7
-0.8 0.2 0.5
0.0 -0.8 -1.3
-0.1 0.1 -0.1
1.4 1.5 0.6
-1.8 -1.0 -1.1
0.3 1.0 0.3
-0.9 0.4 0.0
0.7 0.2 -0.6

> Look up the energy above the lowest of the compared OMol25 structures with the same formula, charge and spin of the second one.

2.532 eV

> Which formula does entry 6 have?

C8H15IN

> Which formula does entry 5 have?

CH5NO